Record 1
The following is a DFT calculation (wB97M-V/def2-TZVPD) of a structure of composition C5H7NO.

Computed properties:
molar mass	97.1	g/mol
lowest unoccupied orbital energy	1.0493	eV
spin multiplicity	1
energy relative to the best compared isomer or geometry (same formula, charge and spin)	57.5	kcal per mole

Last column: Löwdin charge in e.
Atoms and positions in Å:
N1 2.19 0.29 0.68  0.18
C1 1.39 -0.11 -0.18  -0.44
O1 0.91 -1.32 -0.64  0.04
C2 -0.37 -0.67 -0.97  -0.21
C3 -1.23 -0.57 0.31  -0.09
C4 -0.64 0.85 0.61  -0.11
C5 0.23 0.71 -0.67  -0.14
H1 2.51 -0.31 1.40  0.05
H2 -0.77 -1.00 -1.93  0.15
H3 -0.94 -1.34 1.03  0.12
H4 -2.31 -0.60 0.16  0.11
H5 -0.02 0.91 1.50  0.10
H6 -1.36 1.67 0.64  0.11
H7 0.39 1.53 -1.37  0.15

---

Record 2
The following is a DFT calculation (wB97M-V/def2-TZVPD) of the molecule C19H27N3O2.

Computed properties:
molar mass	329.4	g/mol
lowest unoccupied orbital energy	0.8203	eV
spin multiplicity	1
energy relative to the best compared isomer or geometry (same formula, charge and spin)	34.9	kcal per mole
structure (SMILES)	CCCCCCOc1ccc(C(=O)NCCCn2ccnc2)cc1

Last column: Löwdin charge in e.
Atoms and positions in Å:
C1 7.33 1.42 1.24  -0.12
C2 7.32 0.77 -0.14  -0.27
C3 5.91 0.55 -0.70  -0.23
C4 5.12 -0.50 0.07  -0.22
C5 3.76 -0.76 -0.58  -0.18
C6 2.97 -1.81 0.20  -0.20
O1 1.72 -2.10 -0.41  -0.04
C7 0.68 -1.24 -0.27  -0.26
C8 -0.48 -1.58 -0.97  0.01
C9 -1.60 -0.79 -0.91  -0.04
C10 -1.61 0.37 -0.13  -0.15
C11 -0.46 0.69 0.58  0.00
C12 0.68 -0.09 0.51  -0.01
H1 1.55 0.21 1.08  0.11
H2 -0.47 1.58 1.19  0.12
C13 -2.78 1.27 0.01  -0.47
O2 -2.90 2.03 0.96  0.04
N1 -3.69 1.23 -0.99  0.08
H3 -3.56 0.60 -1.76  0.13
C14 -4.87 2.05 -0.98  -0.18
H4 -4.93 2.63 -1.91  0.12
H5 -4.76 2.74 -0.14  0.12
C15 -6.16 1.24 -0.82  -0.16
H6 -7.01 1.93 -0.88  0.11
H7 -6.25 0.52 -1.63  0.10
C16 -6.24 0.51 0.52  -0.13
N2 -5.34 -0.62 0.59  -0.09
C17 -5.32 -1.69 -0.23  -0.20
N3 -4.38 -2.54 0.09  0.06
C18 -3.76 -2.01 1.18  -0.16
C19 -4.35 -0.82 1.50  -0.08
H8 -4.13 -0.11 2.28  0.12
H9 -2.94 -2.51 1.65  0.10
H10 -6.01 -1.83 -1.04  0.12
H11 -7.27 0.15 0.68  0.13
H12 -5.98 1.19 1.33  0.13
H13 -2.49 -1.12 -1.44  0.10
H14 -0.47 -2.49 -1.55  0.12
H15 2.83 -1.51 1.24  0.12
H16 3.50 -2.77 0.18  0.13
H17 3.19 0.17 -0.62  0.11
H18 3.90 -1.11 -1.60  0.12
H19 5.69 -1.43 0.11  0.12
H20 4.96 -0.16 1.10  0.11
H21 5.37 1.50 -0.69  0.11
H22 6.00 0.23 -1.74  0.11
H23 7.87 1.42 -0.83  0.10
H24 7.85 -0.18 -0.10  0.10
H25 6.77 2.35 1.23  0.07
H26 6.88 0.76 1.98  0.06
H27 8.35 1.63 1.55  0.07

---

Record 3
The following is a DFT calculation (wB97M-V/def2-TZVPD) of the molecule C4H4N2.

Computed properties:
molar mass	80.1	g/mol
lowest unoccupied orbital energy	0.4742	eV
spin multiplicity	1
energy relative to the best compared isomer or geometry (same formula, charge and spin)	33.9	kcal per mole
structure (SMILES)	c1ccnnc1

Last column: Löwdin charge in e.
Atoms and positions in Å:
C1 -0.25 -0.60 0.87  -0.08
C2 -1.39 0.05 0.37  -0.11
N1 -1.30 0.90 -0.74  -0.02
N2 -0.15 1.14 -1.31  -0.02
C3 1.02 0.48 -0.90  -0.11
C4 0.98 -0.43 0.16  -0.08
H1 -0.17 -1.22 1.77  0.10
H2 -2.43 -0.02 0.75  0.10
H3 1.90 0.78 -1.51  0.10
H4 1.80 -1.08 0.53  0.10

---

Record 4
The following is a DFT calculation (wB97M-V/def2-TZVPD) of a structure of composition C11H27Cl2N2OP2PtS.

Computed properties:
molar mass	563.3	g/mol
⟨S²⟩	6.024
charge	+3
lowest unoccupied orbital energy (spin up / spin down)	-9.6353 / -14.7899	eV
spin multiplicity	5
energy relative to the best compared isomer or geometry (same formula, charge and spin)	0.0	kcal per mole

Last column: Löwdin charge in e.
Atoms and positions in Å:
C1 1.20 -0.15 -6.35  -0.06
C2 0.82 0.23 -4.95  -0.81
H1 2.29 -0.17 -6.44  0.10
H2 0.80 0.60 -7.05  0.11
H3 0.81 -1.16 -6.57  0.10
O1 1.57 0.47 -4.02  0.01
Cl1 -0.94 0.27 -4.79  0.66
Pt1 -0.59 -0.11 -0.17  0.55
P1 -0.29 2.11 -0.41  0.61
C3 0.93 2.92 0.65  -0.21
C4 0.04 2.60 -2.11  -0.22
H4 -0.08 3.68 -2.22  0.10
H5 -1.85 3.94 -0.17  0.09
H6 -0.65 2.07 -2.77  0.01
H7 -2.69 2.39 -0.49  0.05
H8 1.94 2.62 0.34  0.07
H9 1.04 2.27 -2.38  0.06
C5 -1.87 2.87 0.06  -0.23
H10 0.82 4.00 0.54  0.09
H11 -2.04 2.71 1.13  0.04
H12 0.77 2.65 1.70  0.04
P2 -0.08 -2.32 -0.12  0.60
C6 1.20 -2.91 1.02  -0.21
C7 -1.59 -3.14 0.47  -0.24
H13 -0.40 -2.55 -2.48  0.04
H14 0.22 -4.06 -1.74  0.09
H15 1.32 -2.68 -2.01  0.07
C8 0.30 -2.97 -1.76  -0.20
H16 -2.43 -2.82 -0.14  0.03
H17 -1.47 -4.23 0.41  0.09
H18 1.18 -4.01 1.02  0.09
H19 1.01 -2.56 2.03  0.04
H20 -1.77 -2.84 1.51  0.04
H21 2.19 -2.58 0.68  0.07
Cl2 -2.40 -0.50 -1.68  0.19
S1 -1.88 -0.05 1.82  0.90
C9 -0.74 0.15 3.07  -0.66
N1 0.60 0.10 3.02  0.05
C10 1.19 0.22 4.33  -0.10
C11 0.00 0.51 5.23  -0.06
N2 -1.12 0.39 4.33  0.11
H22 1.15 -0.08 2.20  0.12
H23 1.95 1.00 4.37  0.15
H24 1.70 -0.71 4.60  0.15
H25 0.05 1.51 5.66  0.16
H26 -0.09 -0.22 6.05  0.16
H27 -2.09 0.55 4.61  0.18

---

Record 5
The following is a DFT calculation (wB97M-V/def2-TZVPD) of the molecule C5H9NO.

Computed properties:
molar mass	99.1	g/mol
lowest unoccupied orbital energy	1.0238	eV
spin multiplicity	1
energy relative to the best compared isomer or geometry (same formula, charge and spin)	45.2	kcal per mole
structure (SMILES)	[H]/N=C1/CCCCO1

Last column: Löwdin charge in e.
Atoms and positions in Å:
N1 -0.24 -2.15 1.33  0.16
C1 -0.35 -0.98 0.88  -0.45
C2 -1.11 -0.62 -0.39  -0.11
C3 -0.83 0.83 -0.80  -0.18
C4 0.68 1.15 -0.70  -0.16
C5 1.21 0.34 0.47  -0.22
O1 0.23 0.20 1.49  -0.06
H1 0.42 -2.26 2.11  0.07
H2 -0.91 -1.32 -1.22  0.13
H3 -2.16 -0.76 -0.12  0.12
H4 -1.36 1.49 -0.12  0.11
H5 -1.20 1.03 -1.81  0.11
H6 1.24 0.81 -1.58  0.12
H7 0.84 2.22 -0.59  0.11
H8 2.20 0.57 0.85  0.13
H9 1.27 -0.70 0.09  0.12

---

Record 6
The following is a DFT calculation (wB97M-V/def2-TZVPD) of a structure of composition C5H11NO.

Computed properties:
molar mass	101.1	g/mol
lowest unoccupied orbital energy (spin up / spin down)	0.8764 / 0.8667	eV
spin multiplicity	1
energy relative to the best compared isomer or geometry (same formula, charge and spin)	145.1	kcal per mole

Last column: Löwdin charge in e.
Atoms and positions in Å:
C1 0.60 -2.68 -0.25  -0.07
O1 0.40 -1.59 -0.94  -0.09
C2 -0.24 -0.55 -0.51  -0.33
C3 -0.16 0.10 0.85  -0.13
N1 -0.48 1.38 0.19  -0.19
C4 0.31 2.53 0.57  -0.11
C5 -0.25 0.81 -1.16  -0.10
H1 0.63 -2.61 0.84  0.07
H2 1.12 -3.46 -0.79  0.07
H3 -1.46 -2.60 -0.06  0.08
H4 -1.72 -1.87 -0.19  0.08
H5 -0.86 -0.20 1.65  0.11
H6 0.88 0.05 1.26  0.13
H7 1.40 2.37 0.45  0.08
H8 0.11 2.79 1.61  0.08
H9 0.02 3.39 -0.05  0.08
H10 0.73 1.09 -1.59  0.12
H11 -1.03 1.05 -1.88  0.11

---

Record 7
The following is a DFT calculation (wB97M-V/def2-TZVPD) of a structure of composition C37H29BrGeN4O3Pt.

Computed properties:
molar mass	925.3	g/mol
⟨S²⟩	2.020
charge	-2
lowest unoccupied orbital energy (spin up / spin down)	4.0827 / 4.0818	eV
spin multiplicity	3
energy relative to the best compared isomer or geometry (same formula, charge and spin)	0.0	kcal per mole

Last column: Löwdin charge in e.
Atoms and positions in Å:
Pt1 -1.67 -1.92 -0.24  1.10
O1 -1.70 -5.86 0.95  -0.03
C1 -1.53 -4.64 0.77  -0.53
N1 -1.70 -3.94 -0.34  -0.15
C2 -2.29 -4.49 -1.54  -0.18
C3 -2.32 -3.42 -2.61  -0.30
C4 -2.48 -3.72 -3.92  -0.11
C5 -2.60 -2.70 -4.91  -0.16
C6 -2.51 -1.36 -4.44  -0.16
C7 -2.32 -1.10 -3.11  -0.19
N2 -2.24 -2.10 -2.15  -0.16
C8 -1.09 -3.74 1.90  -0.18
C9 -0.73 -4.27 3.13  -0.01
C10 -0.34 -3.41 4.15  -0.07
C11 -0.31 -2.06 3.90  -0.06
C12 -0.67 -1.59 2.65  -0.11
N3 -1.07 -2.40 1.68  -0.05
H1 -3.31 -4.82 -1.32  0.12
H2 -1.75 -5.38 -1.89  0.12
H3 -2.53 -4.76 -4.21  0.09
H4 -2.69 -2.93 -5.96  0.05
H5 -2.57 -0.52 -5.12  0.08
H6 -2.23 -0.10 -2.73  0.06
H7 -0.78 -5.34 3.24  0.11
H8 -0.05 -3.81 5.11  0.10
H9 0.04 -1.35 4.64  0.11
H10 -0.63 -0.54 2.40  0.08
C13 -1.79 0.05 -0.16  -0.42
Ge1 -0.61 1.51 0.20  0.89
C14 0.86 1.86 -1.08  -0.25
C15 0.52 1.92 -2.43  -0.10
C16 1.47 2.16 -3.41  -0.10
C17 2.80 2.37 -3.05  -0.13
C18 3.16 2.33 -1.71  -0.11
C19 2.20 2.07 -0.74  -0.11
C20 -0.20 1.88 2.11  -0.27
C21 -1.28 2.32 2.87  -0.12
C22 -1.17 2.57 4.23  -0.11
C23 0.06 2.38 4.87  -0.12
C24 1.15 1.95 4.13  -0.09
C25 1.02 1.70 2.76  -0.10
C26 -1.66 3.18 -0.21  -0.26
C27 -1.15 4.40 0.24  -0.11
C28 -1.79 5.60 -0.05  -0.11
C29 -2.96 5.60 -0.80  -0.13
C30 -3.48 4.40 -1.26  -0.11
C31 -2.83 3.20 -0.96  -0.11
H11 -2.76 0.45 -0.47  -0.07
H12 -0.51 1.76 -2.72  0.09
H13 1.18 2.18 -4.45  0.09
H14 3.55 2.54 -3.81  0.09
H15 4.19 2.47 -1.42  0.10
H16 2.51 2.00 0.30  0.09
H17 -2.25 2.47 2.39  0.10
H18 -2.03 2.90 4.80  0.09
H19 0.15 2.56 5.93  0.09
H20 2.10 1.77 4.61  0.10
H21 1.86 1.31 2.22  0.08
H22 -0.24 4.41 0.82  0.10
H23 -1.37 6.54 0.30  0.09
H24 -3.46 6.54 -1.04  0.08
H25 -4.39 4.39 -1.85  0.09
H26 -3.25 2.27 -1.33  0.08
Br1 5.15 -0.89 -3.29  0.68
C32 4.91 -1.28 -1.44  -0.66
C33 5.99 -1.78 -0.72  -0.23
N4 5.91 -2.06 0.58  0.05
C34 4.73 -1.83 1.18  -0.09
C35 3.61 -1.33 0.54  -0.09
C36 3.70 -1.05 -0.82  -0.05
C37 2.31 -1.03 1.30  -0.65
O2 2.29 -1.37 2.50  -0.02
O3 1.44 -0.45 0.61  -0.07
H27 6.94 -1.96 -1.21  0.08
H28 4.66 -2.06 2.24  0.11
H29 2.84 -0.65 -1.33  0.12